No. 1
{"formula": "C2H5NOS", "method": "ωB97M-V/def2-TZVPD", "species": ["C", "C", "N", "O", "S", "H", "H", "H", "H", "H"], "xyz": [[0.31700, -0.55506, -0.20034], [1.58797, 0.12748, 0.22020], [-2.25824, -0.58729, 0.29481], [0.04144, -1.70716, -0.34111], [-1.03931, 0.61030, 0.00188], [2.38744, -0.49329, -0.12727], [1.56724, 0.09266, 1.31399], [1.56892, 1.22986, -0.09915], [-1.89314, -1.34812, -0.28607], [-3.12029, -0.30521, -0.18325]], "forces_ev_per_angstrom": [[-1.447, 1.693, 1.371], [-0.562, 0.708, -0.438], [-0.202, 0.181, -0.804], [0.909, -0.916, -0.509], [-0.190, 0.058, -0.005], [0.922, 0.210, -0.330], [0.082, 0.074, -0.131], [0.359, -1.751, 0.302], [-0.202, -0.396, 0.346], [0.329, 0.137, 0.198]], "gap_ev": 9.50, "charge": 0, "spin_multiplicity": 1}

No. 2
{"formula": "CH2Cl2FPS", "method": "ωB97M-V/def2-TZVPD", "species": ["C", "F", "P", "S", "Cl", "Cl", "H", "H"], "xyz": [[-0.04319, -0.25689, -0.25312], [0.12581, -1.56063, -0.11575], [-3.00254, -0.48012, 0.61428], [-3.74660, -2.26571, 0.96145], [-4.21584, 0.60787, -0.69818], [-2.97775, 0.66279, 2.34847], [0.18418, 0.25391, 0.67673], [-0.15631, -0.12550, -1.38321]], "forces_ev_per_angstrom": [[-1.157, -1.201, -1.695], [0.266, -0.829, 0.529], [-0.451, -0.698, 0.082], [0.626, 1.117, -0.299], [0.504, -0.206, 0.544], [-0.016, -0.092, -0.541], [0.001, 0.707, -0.683], [0.226, 1.204, 2.064]], "gap_ev": [6.14, 8.66], "charge": 0, "spin_multiplicity": 1}

No. 3
{"formula": "C24H27F4N4NiO2", "method": "ωB97M-V/def2-TZVPD", "species": ["Ni", "C", "C", "O", "C", "C", "C", "N", "N", "C", "O", "C", "C", "C", "C", "C", "C", "H", "H", "H", "H", "H", "H", "H", "H", "H", "H", "H", "H", "C", "C", "N", "C", "C", "C", "C", "N", "C", "C", "F", "C", "F", "C", "C", "F", "C", "F", "H", "H", "H", "H", "H", "H", "H", "H", "H", "H", "H", "H", "H", "H", "H"], "xyz": [[0.38847, 0.20695, 0.21139], [1.28007, 2.73325, 3.69469], [0.41197, 1.98715, 2.68639], [0.97067, 1.07525, 2.02789], [-0.92773, 2.36235, 2.60069], [-1.84443, 1.82945, 1.68219], [-3.27263, 2.31075, 1.73229], [-1.51403, 0.95405, 0.76379], [-2.51583, 0.51675, -0.05991], [-2.06513, -0.11085, -1.11841], [-0.85033, -0.25595, -1.43471], [-3.09503, -0.72805, -2.02091], [-3.56743, -0.05725, -3.14151], [-4.44713, -0.67985, -4.00941], [-4.85923, -1.98035, -3.77461], [-4.39113, -2.65545, -2.66071], [-3.51923, -2.03035, -1.78701], [2.28017, 2.83575, 3.28299], [1.33957, 2.15735, 4.61759], [0.87697, 3.71785, 3.91799], [-1.27383, 3.14995, 3.25579], [-3.42683, 2.99915, 2.55929], [-3.93133, 1.45095, 1.83879], [-3.51863, 2.80125, 0.79239], [-3.23363, 0.95215, -3.32981], [-4.80343, -0.15025, -4.88291], [-5.53583, -2.47135, -4.46261], [-4.69693, -3.67805, -2.47441], [-3.15503, -2.55775, -0.91711], [1.18467, -2.40085, -2.01851], [0.53827, -2.83175, -0.71081], [0.87867, -2.02275, 0.46679], [0.17137, -2.58045, 1.62659], [-1.33733, -2.38835, 1.60499], [2.31737, -2.05975, 0.76639], [3.18357, -1.07795, -0.03701], [2.47087, 0.15675, -0.24561], [3.08377, 1.31705, -0.27331], [2.27977, 2.48745, -0.47621], [0.93427, 2.27575, -0.63291], [2.76177, 3.76615, -0.50381], [1.91187, 4.80745, -0.69061], [4.11887, 4.03375, -0.35051], [4.94027, 2.93145, -0.18461], [6.27817, 3.14595, -0.04981], [4.47627, 1.63635, -0.15311], [5.42757, 0.65585, -0.02181], [0.61497, -2.81265, -2.84921], [2.21027, -2.74875, -2.10461], [1.15227, -1.31695, -2.08711], [0.78387, -3.89315, -0.50811], [-0.53903, -2.75605, -0.85291], [0.54777, -2.07455, 2.51829], [0.40467, -3.65975, 1.72309], [-1.56173, -1.32945, 1.49419], [-1.75903, -2.74475, 2.54459], [-1.80423, -2.93505, 0.79169], [2.71087, -3.08405, 0.64679], [2.42827, -1.76715, 1.81289], [3.46907, -1.50395, -1.00671], [4.10737, -0.94495, 0.53679], [4.51127, 5.03455, -0.36581]], "forces_ev_per_angstrom": [[-1.105, 1.742, 1.408], [-0.091, -0.296, -0.267], [-0.890, 0.813, 0.471], [0.627, -1.139, -1.254], [0.759, 0.150, 0.267], [-0.206, -0.489, -0.598], [0.171, -0.149, -0.008], [1.965, -0.432, -0.171], [-1.064, -0.693, -0.866], [-0.868, 0.836, 1.120], [1.716, -0.400, 0.064], [0.172, 0.059, -0.031], [0.098, -0.008, 0.122], [-0.059, 0.089, -0.143], [-0.098, -0.102, -0.120], [-0.053, -0.164, 0.039], [0.084, 0.058, 0.038], [0.135, -0.003, -0.011], [0.073, -0.045, 0.086], [-0.059, 0.021, 0.034], [-0.005, -0.016, -0.026], [0.076, 0.040, 0.051], [-0.121, 0.024, -0.077], [-0.124, -0.021, -0.045], [0.040, 0.105, -0.020], [-0.037, 0.034, -0.039], [-0.023, 0.006, -0.015], [-0.035, 0.010, 0.007], [0.028, -0.013, 0.077], [0.001, 0.101, 0.207], [-0.126, -0.097, -0.229], [0.207, -0.698, 0.177], [-0.200, -0.083, 0.258], [0.269, 0.088, -0.096], [0.159, 0.254, -0.106], [-0.035, -0.149, -0.109], [-1.490, -0.712, 0.236], [0.421, 1.084, -0.129], [-0.450, -0.231, 0.058], [0.762, 0.759, -0.222], [0.132, 0.152, -0.004], [0.136, -0.340, 0.056], [-0.022, -0.238, 0.007], [0.044, 0.430, -0.033], [-0.322, -0.169, -0.030], [-0.089, -0.329, -0.027], [-0.284, 0.205, -0.034], [-0.044, -0.027, -0.062], [0.113, -0.021, -0.025], [0.071, 0.018, -0.161], [-0.057, 0.088, 0.056], [0.041, -0.040, 0.075], [0.080, -0.025, -0.059], [0.065, 0.142, 0.038], [-0.160, 0.000, 0.009], [-0.040, -0.017, 0.030], [-0.124, -0.075, -0.045], [-0.013, 0.035, 0.081], [-0.069, -0.091, -0.022], [0.059, -0.081, 0.114], [-0.171, -0.058, -0.098], [0.030, 0.112, -0.004]], "gap_ev": [6.93, 6.93], "charge": -1, "spin_multiplicity": 1}

| no. | E_tot (eV) |
| --- | --- |
| 1 | -16527.2475 |
| 2 | -48954.2688 |
| 3 | -87294.9815 |